{"formula": "C31H44N4P2Sr", "method": "ωB97M-V/def2-TZVPD", "charge": 0, "e_homo_ev": [-7.218, -4.774], "orbital_gap_ev": [6.520, 4.829], "species": ["Sr", "C", "C", "C", "C", "C", "C", "C", "C", "C", "H", "H", "H", "H", "H", "H", "H", "H", "H", "H", "H", "H", "H", "H", "H", "P", "P", "N", "N", "N", "N", "C", "C", "C", "C", "C", "C", "C", "C", "C", "C", "C", "C", "C", "C", "C", "C", "C", "C", "H", "H", "H", "H", "H", "H", "H", "H", "H", "H", "H", "H", "H", "H", "H", "H", "H", "H", "H", "H", "C", "C", "C", "C", "H", "H", "H", "H", "H", "H", "H", "H", "H"], "positions_angstrom": [[-0.271211, -2.509995, 2.807933], [-0.961421, 2.768871, 3.607979], [-1.452653, 2.034584, 2.596275], [-0.732773, 1.564650, 1.362727], [0.420002, 0.553595, 1.493244], [1.729115, 1.070387, 2.059328], [2.002940, 2.266898, 2.590347], [1.236371, 3.564856, 2.417416], [0.205632, 3.734267, 3.534272], [1.469898, -2.301568, 4.772028], [-1.678659, 3.006278, 4.405421], [-2.523258, 1.783905, 2.603238], [-0.440969, 2.379219, 0.670212], [-1.513083, 1.004825, 0.807386], [0.025481, -0.304313, 2.118378], [0.598565, 0.090705, 0.494690], [2.516660, 0.306175, 2.087640], [2.843010, 2.313869, 3.295189], [0.744409, 3.642898, 1.436615], [1.968356, 4.396104, 2.497125], [0.734598, 3.688578, 4.499574], [-0.226914, 4.748768, 3.464493], [1.184479, -2.165036, 5.835396], [2.264682, -1.535005, 4.602375], [1.914400, -3.307125, 4.774066], [1.616706, -1.421935, -2.825895], [-1.944879, -0.917143, -2.572323], [3.015466, -0.282413, -3.098831], [2.202669, -2.612008, -4.039305], [-2.013145, 0.880175, -2.786832], [-3.576422, -1.179255, -3.261012], [0.486840, -0.520151, -4.003914], [-0.919401, -1.147902, -4.104021], [3.701200, 0.320912, -2.033301], [4.657094, 1.189777, -2.547170], [4.577593, 1.122957, -3.976109], [3.545178, 0.237156, -4.281224], [2.424488, -3.963065, -3.706550], [2.892491, -4.642421, -4.837743], [2.974801, -3.683518, -5.906040], [2.500890, -2.475133, -5.400755], [-1.627693, 1.668923, -1.698337], [-1.681025, 3.015889, -2.046113], [-2.029377, 3.061297, -3.434559], [-2.150734, 1.746857, -3.875283], [-4.305121, -0.461031, -4.221672], [-5.330376, -1.250313, -4.724082], [-5.259528, -2.511351, -4.040367], [-4.187608, -2.445746, -3.156003], [0.947755, -0.488003, -5.003306], [0.428431, 0.528284, -3.666951], [-1.452127, -0.724483, -4.973459], [-0.824600, -2.237254, -4.259109], [3.410566, 0.060250, -1.017352], [5.319226, 1.809650, -1.950165], [5.194016, 1.662853, -4.681269], [3.189087, -0.032951, -5.258756], [2.212730, -4.287033, -2.692225], [3.142298, -5.701702, -4.868807], [3.361071, -3.879390, -6.904869], [2.338393, -1.572514, -5.967813], [-1.346169, 1.140086, -0.807134], [-1.487821, 3.827362, -1.346719], [-2.173439, 3.977745, -4.001088], [-2.345917, 1.399968, -4.882849], [-4.094008, 0.570666, -4.448346], [-6.038635, -0.980180, -5.509687], [-5.911839, -3.366862, -4.193523], [-3.799678, -3.156519, -2.436957], [-2.021271, -0.524216, 8.234359], [-1.037040, -0.271307, 7.061656], [0.416153, -0.209947, 7.593945], [-1.124801, -0.949571, 5.754352], [-1.979263, -1.520450, 8.685230], [-3.055953, -0.352717, 7.934849], [-1.810355, 0.201073, 9.038822], [-1.280118, 0.766543, 6.761977], [0.849110, -1.181083, 7.848445], [1.075967, 0.247038, 6.844475], [0.475368, 0.423396, 8.488237], [-0.159519, -0.929969, 5.210825], [-2.045404, -0.775702, 5.157301]], "forces_ev_per_angstrom": [[0.2, -0.6, 0.8], [-1.0, 0.9, -1.2], [0.3, 0.2, 0.7], [-0.7, -0.5, -1.1], [0.2, 0.3, -0.4], [-0.1, -0.5, 0.3], [-0.1, -0.1, -0.2], [0.0, -0.2, 0.3], [0.2, -0.2, 0.8], [0.2, 0.1, 0.0], [0.4, -0.2, -0.1], [0.6, -0.3, 0.4], [-0.1, -0.4, 0.5], [0.4, 0.3, 0.5], [0.6, 1.3, -0.4], [-0.1, 0.3, 0.4], [-0.4, 0.1, 0.5], [0.1, 0.1, -0.7], [0.4, 0.0, 0.4], [-0.5, -0.4, -0.1], [0.0, 0.2, -0.2], [0.0, -0.3, 0.1], [0.0, -0.1, -0.6], [-0.2, -0.6, 0.0], [0.4, 0.1, -0.2], [2.2, 0.9, -3.0], [-1.4, 2.3, -2.2], [-0.3, 0.2, 0.8], [-0.5, -1.0, 0.1], [1.2, 0.3, 0.8], [-0.4, -0.9, -0.1], [-0.3, 0.2, 0.3], [0.2, -0.5, -0.2], [0.1, 0.1, -0.8], [-0.7, -0.6, 0.3], [-1.1, -0.8, 0.6], [0.8, 0.6, 0.6], [0.3, 0.2, -1.2], [-0.3, 0.9, 1.1], [-0.6, 0.4, 1.1], [0.4, -1.0, -0.2], [-0.7, 0.3, -1.0], [0.1, -1.3, 0.3], [0.2, -0.8, 0.4], [-0.2, 0.6, 0.3], [-0.4, -0.6, -0.2], [0.9, -0.1, 0.7], [0.9, 0.2, 0.5], [-0.4, 0.7, -0.7], [-0.2, -0.1, 0.5], [0.0, -0.3, 0.0], [0.1, -0.3, 0.4], [-0.1, 0.3, -0.1], [0.3, 0.2, -0.3], [-0.1, -0.2, -0.2], [-0.2, -0.1, 0.0], [0.0, 0.0, 0.2], [0.2, -0.1, -0.3], [0.0, 0.4, 0.0], [-0.3, 0.2, 0.3], [0.1, -0.1, 0.3], [-0.2, 0.3, -0.2], [0.0, -0.1, -0.4], [0.1, -0.4, -0.1], [0.0, 0.0, 0.3], [0.0, -0.2, 0.1], [0.3, 0.0, 0.5], [0.2, 0.2, 0.1], [-0.1, 0.0, -0.2], [-0.1, 0.0, -0.2], [0.4, 0.8, 1.2], [0.0, 0.3, -0.1], [-0.3, 0.4, -0.9], [0.2, 0.0, -0.3], [0.0, -0.1, -0.1], [0.0, -0.3, -0.3], [0.1, 0.1, 0.2], [-0.3, 0.0, 0.0], [-0.1, -0.2, 0.1], [-0.1, -0.1, -0.1], [-1.0, -0.2, 0.2], [0.5, -0.4, 0.5]]}

---

{"formula": "C19H16BCl4IO5", "method": "ωB97M-V/def2-TZVPD", "charge": 0, "e_homo_ev": -8.553, "orbital_gap_ev": 6.356, "species": ["Cl", "B", "Cl", "Cl", "O", "C", "C", "C", "C", "C", "Cl", "C", "C", "H", "H", "H", "H", "H", "C", "C", "C", "O", "C", "O", "C", "I", "C", "C", "C", "C", "C", "C", "C", "O", "O", "H", "H", "H", "H", "H", "H", "H", "H", "H", "H", "H"], "positions_angstrom": [[-3.079395, -1.199402, -4.198573], [-1.393724, -0.467330, -4.428625], [-0.645851, -0.836877, -6.113761], [-1.528203, 1.393626, -4.144915], [-0.509305, -1.069408, -3.402716], [0.583020, -0.607147, -2.920860], [1.534889, -1.523301, -2.375681], [2.864688, -1.093731, -2.192568], [3.810996, -1.939165, -1.617713], [3.431683, -3.231965, -1.208466], [4.589342, -4.245672, -0.459511], [2.146296, -3.703776, -1.499805], [1.202287, -2.872958, -2.092029], [0.834769, 0.468620, -2.949542], [3.105401, -0.077824, -2.490300], [4.821211, -1.595603, -1.447391], [1.886892, -4.722495, -1.229475], [0.192395, -3.232686, -2.305717], [-0.184125, 3.842053, 2.459882], [0.883696, 3.369262, 1.483432], [2.193259, 4.132579, 1.713874], [1.175408, 1.970070, 1.680675], [0.418264, 0.999826, 1.064989], [0.482038, -0.142567, 1.484996], [-0.378742, 1.416360, -0.056863], [-2.053420, 0.353414, -0.588179], [-2.521699, -0.851203, 1.124467], [-2.229638, -2.207193, 1.055989], [-2.509474, -3.027902, 2.151867], [-3.103678, -2.492215, 3.302571], [-3.422207, -1.130029, 3.342047], [-3.142173, -0.303975, 2.240595], [-0.386666, 2.784511, -0.489737], [-1.150384, 3.223097, -1.332256], [0.544396, 3.617521, 0.106285], [-1.129387, 3.286965, 2.351382], [0.203990, 3.677101, 3.471518], [-0.341897, 4.922495, 2.327005], [2.946365, 3.738378, 1.013401], [2.014543, 5.195847, 1.527178], [2.508115, 3.975713, 2.743368], [-1.785987, -2.612480, 0.144796], [-2.266248, -4.087953, 2.107206], [-3.304375, -3.137719, 4.164355], [-3.892809, -0.707995, 4.231269], [-3.414556, 0.753133, 2.251534]], "forces_ev_per_angstrom": [[0.5, -0.1, 0.0], [-1.1, 1.3, -1.0], [-0.2, 0.0, 0.9], [0.3, -0.6, 0.1], [2.1, 0.2, 1.1], [-1.0, -0.7, -0.9], [0.4, -0.7, 0.2], [-0.3, -0.2, 0.5], [-0.5, -0.1, 0.0], [-0.3, 1.0, -0.9], [0.0, -0.1, 0.1], [-0.3, 0.0, 0.1], [0.2, 0.3, 0.2], [-0.4, -0.4, -0.3], [0.2, -0.1, 0.2], [0.0, 0.0, 0.0], [0.0, 0.1, -0.1], [0.4, 0.1, 0.1], [-0.1, -0.1, -0.1], [0.5, -0.1, -0.6], [-0.4, -0.5, -0.4], [-0.1, 0.1, -0.2], [-0.2, -0.8, 0.0], [0.1, 0.4, 0.0], [0.9, 1.0, 0.9], [-0.2, -0.4, 0.2], [-0.1, 0.0, 0.2], [0.2, -0.1, -0.2], [-0.2, 0.3, 0.1], [0.2, 0.2, -0.3], [0.1, -0.1, -0.3], [-0.1, 0.1, 0.2], [-1.2, 0.2, -0.1], [0.6, 0.0, 0.4], [-0.4, -0.4, 0.2], [0.3, 0.3, -0.1], [-0.2, 0.0, -0.2], [-0.1, -0.4, 0.0], [-0.2, 0.3, 0.3], [0.1, -0.2, 0.0], [0.1, 0.0, 0.0], [0.0, 0.0, 0.4], [-0.1, 0.2, 0.0], [0.0, 0.3, -0.4], [0.1, -0.1, -0.3], [0.1, -0.3, 0.1]]}

---

Energy above the lowest of the compared OMol25 structures with the same formula, charge and spin (kcal/mol)
0.0, 0.0